1.
12 unconnected molecules or ions with the total composition C25H45Br22F4O2 in a non-equilibrium geometry, computed with ωB97M-V/def2-TZVPD.

Geometry as XYZ:
```
98
Properties=species:S:1:pos:R:3:forces:R:3:mulliken_charge:R:1
O 1.892647 -5.446260 3.105084 -1.216 0.405 0.645 -0.7271
C 1.812238 -4.689537 2.122716 2.411 -1.006 -0.578 0.3687
O 2.666997 -4.656476 1.200623 -1.667 1.134 0.042 -0.7341
C 0.519944 -3.764926 2.124474 0.945 -1.337 -0.521 0.9984
F 0.508152 -3.133630 3.374647 -0.827 -0.177 -1.362 -0.3005
F 0.501240 -2.836426 1.112128 -0.079 -0.355 1.051 -0.2404
C -0.744207 -4.699806 1.952298 -0.572 0.551 0.761 -0.0028
F -0.424522 -5.951851 1.490008 -0.323 1.222 0.001 -0.2703
F -1.641902 -4.114218 1.054430 0.689 -0.684 0.563 -0.2392
H -1.280692 -4.810033 2.924884 0.428 0.001 -0.716 0.1597
Br 1.929571 -0.654088 2.830921 0.330 0.246 -0.016 -0.0792
C 2.484586 0.911549 1.822643 -0.270 -0.146 0.382 -0.2230
C 2.161763 0.755891 0.359342 0.230 0.170 -0.290 -0.5587
Br 3.424458 -0.437858 -0.519030 -0.137 0.043 0.063 -0.0736
H 3.544715 1.057377 2.016852 -0.042 0.011 -0.156 0.4161
H 1.923061 1.742690 2.252191 0.000 0.001 -0.119 -0.0782
H 2.261942 1.710397 -0.158704 -0.024 -0.013 0.071 0.3285
H 1.167180 0.352923 0.181057 0.062 -0.016 0.139 0.3009
Br -5.101511 -2.645981 1.861721 0.043 -0.050 -0.052 -0.1044
C -5.587867 -3.878613 0.434986 -0.151 0.308 0.081 -0.6207
C -6.175040 -5.151840 0.986617 0.127 -0.266 -0.127 -0.5116
Br -4.788466 -6.310019 1.704187 -0.047 -0.001 0.091 -0.1091
H -4.693677 -4.040931 -0.162391 -0.025 -0.082 0.110 0.3622
H -6.327140 -3.344039 -0.161584 0.002 -0.082 0.036 0.3584
H -6.648134 -5.730668 0.193590 0.023 0.086 0.003 0.3257
H -6.894304 -4.982420 1.784447 0.059 0.091 -0.069 0.2899
Br 4.844613 -3.224834 -4.883831 -0.065 0.029 0.003 -0.1288
C 5.677423 -1.697369 -4.009992 0.159 -0.037 -0.270 -0.0060
C 6.686055 -2.136910 -2.981288 -0.088 0.072 0.420 -0.6133
Br 5.803359 -2.761937 -1.365357 0.120 -0.193 -0.099 -0.1526
H 4.874558 -1.094608 -3.591423 0.057 -0.079 0.052 0.0677
H 6.161772 -1.142797 -4.812267 -0.010 -0.040 0.066 -0.0501
H 7.300656 -1.293776 -2.665589 -0.062 0.015 -0.108 0.3575
H 7.331012 -2.941722 -3.326630 -0.092 0.063 -0.079 0.4256
Br 2.178073 -0.251264 -4.565838 -0.103 0.163 -0.018 -0.0784
C 0.689092 -1.194464 -5.387004 0.226 -0.094 0.236 -0.6079
C 1.057578 -1.713361 -6.752325 -0.196 -0.062 -0.103 -0.4689
Br 1.063096 -0.283926 -8.079311 0.072 -0.011 -0.019 -0.1623
H -0.153933 -0.508132 -5.399928 0.055 -0.052 -0.093 0.3720
H 0.469330 -2.020551 -4.710724 0.038 -0.002 -0.089 0.3420
H 0.311751 -2.425067 -7.105051 0.016 0.057 0.040 0.3555
H 2.040741 -2.177742 -6.781988 -0.036 0.092 0.091 0.2615
Br -1.332701 1.053339 2.890122 -0.062 0.040 0.115 -0.0894
C -1.743173 2.719424 3.810731 0.196 -0.204 -0.467 -0.3704
C -0.522257 3.295401 4.478854 -0.097 0.104 0.246 -0.4221
Br -0.091978 2.336030 6.118304 0.047 0.004 -0.071 -0.1446
H -2.549850 2.505358 4.502201 0.158 0.021 -0.002 0.0116
H -2.105806 3.390768 3.033177 0.042 0.022 0.096 0.3968
H -0.706880 4.323467 4.791281 -0.030 -0.049 -0.039 0.3247
H 0.365102 3.264425 3.850796 -0.091 -0.059 0.007 0.2853
Br 5.078216 4.645858 -6.384923 0.102 -0.020 -0.032 -0.1149
C 4.646365 3.422730 -7.839020 -0.145 0.226 0.025 -0.3849
C 4.119833 2.114057 -7.312805 0.070 -0.165 -0.163 -0.5793
Br 5.558355 1.001950 -6.618500 -0.021 0.051 0.030 -0.0526
H 5.546044 3.314593 -8.441162 -0.030 -0.062 0.081 0.2077
H 3.882519 3.935252 -8.423563 -0.004 -0.090 0.045 0.3927
H 3.672249 1.530272 -8.116370 0.024 0.049 0.037 0.2225
H 3.395300 2.232878 -6.510217 0.066 0.002 -0.041 0.4188
Br -4.956575 1.336051 5.053354 -0.002 0.008 0.095 -0.1624
C -5.690075 2.869859 6.002737 -0.154 -0.184 -0.243 -0.6734
C -5.786676 4.071503 5.098834 0.039 0.196 0.134 -0.5339
Br -4.039388 4.891479 4.825455 -0.205 0.182 0.011 -0.1499
H -5.061899 3.034080 6.873444 -0.023 0.074 -0.106 0.3296
H -6.680274 2.554445 6.329726 0.044 0.068 -0.032 0.4329
H -6.398037 4.848974 5.556093 0.033 -0.073 0.023 0.3708
H -6.184049 3.834838 4.114742 0.058 -0.055 0.077 0.3609
Br 8.655367 3.641240 -9.000453 -0.083 -0.076 0.054 -0.1356
C 9.269568 1.831689 -8.620715 0.171 0.220 0.034 -0.4222
C 9.477407 1.045058 -9.889256 -0.121 -0.263 0.024 -0.5775
Br 7.782590 0.457700 -10.645413 0.037 0.069 -0.049 -0.1333
H 8.539280 1.383219 -7.950699 -0.007 -0.004 -0.117 0.1955
H 10.213405 1.958493 -8.090871 -0.032 -0.037 -0.068 0.3369
H 10.029935 0.128552 -9.684232 -0.023 0.070 0.053 0.3456
H 9.991966 1.609092 -10.663334 -0.046 0.033 0.107 0.3684
Br 3.093013 5.106488 -2.634061 0.007 0.059 0.082 -0.1045
C 2.970179 7.046927 -2.726802 -0.161 -0.273 -0.181 -0.6165
C 4.180640 7.642152 -3.398754 0.096 0.253 0.142 -0.3454
Br 5.719234 7.659791 -2.204805 -0.006 -0.050 -0.082 -0.1232
H 2.823423 7.404635 -1.710749 0.100 0.030 -0.076 0.3737
H 2.072376 7.246584 -3.311542 0.090 0.041 -0.005 0.3410
H 4.003033 8.687727 -3.649138 -0.039 -0.064 0.020 0.3276
H 4.480256 7.103633 -4.294804 -0.088 -0.032 0.083 0.1242
Br -6.225722 1.764133 9.224530 -0.100 -0.114 0.202 -0.1428
C -5.608401 -0.046797 9.601723 0.233 0.128 0.007 -0.5459
C -5.343589 -0.814218 8.331541 -0.109 -0.264 -0.044 -0.4846
Br -7.004140 -1.408102 7.502347 0.182 0.137 0.066 -0.0215
H -6.359290 -0.511582 10.235741 0.007 0.007 -0.115 0.3670
H -4.687590 0.081862 10.170041 -0.030 -0.018 -0.076 0.3643
H -4.790260 -1.727899 8.546729 0.002 0.086 0.054 0.3570
H -4.804428 -0.235629 7.584449 -0.034 0.013 0.091 0.1650
Br -10.147942 -5.593415 4.417101 0.058 0.073 -0.021 -0.1523
C -8.794488 -5.107436 5.731936 -0.066 -0.271 -0.045 -0.5460
C -9.419668 -4.534052 6.977569 0.170 0.229 0.094 -0.5887
Br -10.002837 -2.698250 6.696804 -0.270 -0.135 -0.049 -0.1763
H -8.107986 -4.421215 5.241954 -0.064 0.020 0.093 0.3376
H -8.273179 -6.036955 5.958826 -0.028 0.073 0.037 0.3653
H -8.685919 -4.479424 7.781894 0.018 -0.005 -0.089 0.3202
H -10.286804 -5.093761 7.319543 0.059 -0.002 -0.109 0.4018
```
Positions in Å, forces in eV/Å.

- LUMO energy: 1.45 eV
- Total charge: -1
- Gap between HOMO and LUMO: 5.90 eV

2.
A molecular structure, C30H33N2O11W in a non-equilibrium geometry, computed with ωB97M-V/def2-TZVPD.

Geometry as XYZ:
```
77
Properties=species:S:1:pos:R:3:forces:R:3:mulliken_charge:R:1
C 0.815193 -5.098316 -0.929394 0.444 -1.078 -0.858 3.4194
C 0.826442 -3.674733 -1.526728 -0.469 -0.253 0.233 -1.7202
C 1.080409 -4.971267 0.574397 0.457 -0.028 -0.019 -1.7677
C 1.597211 -3.538935 0.829761 0.630 0.247 -0.559 0.6378
H 1.857302 -5.687338 0.866810 -0.429 -0.034 -0.031 0.3074
H 0.172210 -5.172194 1.138161 0.064 -0.018 0.072 0.3366
C 1.792056 -2.889799 -0.642550 -0.878 -0.112 0.587 0.6008
H -0.187070 -3.248738 -1.417897 0.347 -0.192 -0.178 0.2475
H 1.116728 -3.709841 -2.589811 -0.252 0.238 0.471 0.6049
C 1.604677 -1.357621 -0.761509 1.312 1.239 -0.881 -1.5533
H 2.824786 -3.132816 -0.988515 -0.512 0.314 0.366 0.3744
H 2.610149 -3.551728 1.240665 0.071 -0.301 0.024 0.5307
C 0.771599 -2.859916 1.849414 0.253 1.668 -1.009 0.4841
C -0.458936 -5.865450 -1.256156 -0.957 1.015 -0.040 -0.5121
C 1.876123 -6.033963 -1.557875 -1.399 3.005 -1.393 -0.2553
O 2.525368 -6.819750 -0.993103 1.850 -2.085 1.508 -0.5773
O -1.549741 -5.342278 -1.355977 0.720 -0.622 0.132 -0.6294
O -0.249253 -7.184883 -1.457864 -0.414 0.538 0.204 -0.2689
O 1.949458 -5.831019 -2.899107 0.170 -0.456 0.304 -0.2546
C 2.824996 -6.772659 -3.526256 -0.091 0.125 -0.262 -0.8083
H 2.720739 -6.566754 -4.589992 0.152 -0.150 0.026 0.2594
H 2.509303 -7.793124 -3.284606 0.134 0.167 -0.105 0.3113
H 3.855240 -6.614618 -3.190870 -0.179 -0.098 -0.104 0.3013
C -1.432408 -7.888924 -1.824235 -0.297 -0.246 -0.097 -0.7698
H -2.237826 -7.721472 -1.097253 0.271 -0.040 -0.198 0.2900
H -1.138341 -8.935194 -1.842778 -0.110 -0.006 -0.047 0.2502
H -1.772543 -7.560291 -2.814354 0.045 -0.100 0.246 0.3265
O 0.628335 -0.667686 -0.099728 -0.743 -0.565 1.808 -0.3464
H 1.387471 -1.070673 -1.811935 0.830 -0.720 -0.316 0.5099
H 2.613616 -0.921837 -0.500680 -0.507 -0.263 -0.209 0.3124
C 1.446490 -1.833879 2.728211 -0.557 -0.224 0.458 -1.5172
C -0.709574 -2.946012 1.772095 -0.682 0.119 0.585 -1.5983
H -0.968795 -3.735234 2.508158 -0.623 0.210 -0.339 0.3872
H -1.140139 -3.213558 0.779848 0.483 0.000 0.590 0.2035
H -1.221667 -2.007355 2.092872 0.551 -0.664 -0.064 0.4749
H 0.799287 -0.963913 2.980281 0.260 -0.663 -0.162 0.2869
H 2.371560 -1.409020 2.301548 -0.276 -0.401 0.089 0.3028
H 1.678816 -2.387821 3.667906 0.222 0.696 -0.175 0.3929
W -0.132846 1.232900 -0.178978 1.796 -1.521 -1.653 0.8038
C 1.118550 3.117145 0.357919 0.197 1.531 3.298 -0.5785
C 2.066977 2.085306 0.236828 0.540 -0.695 -0.194 -0.3798
C 2.004421 1.609121 -1.111665 0.129 0.695 -0.285 -0.4060
H 2.774417 1.733693 1.002300 -0.659 0.200 -0.392 0.3657
C 0.993862 2.362839 -1.786022 0.992 -1.010 -1.658 -1.0066
C 0.470315 3.288435 -0.862760 -1.110 2.046 -1.057 0.0956
H -0.215654 4.141141 -1.130500 0.750 -1.340 0.426 0.4985
H 0.974644 3.763466 1.274888 0.012 -1.087 -1.305 0.1857
H 2.661868 0.864994 -1.573594 -0.636 0.281 0.326 0.7835
H 0.747044 2.273708 -2.862825 0.211 0.106 0.978 0.3491
C -2.186857 1.311543 0.725550 -1.062 -1.235 4.007 -0.8981
C -2.162610 2.260791 -0.269334 -1.355 3.836 0.236 -0.1074
C -1.938652 1.655163 -1.493629 -0.323 0.101 -2.788 -0.8560
H -2.411355 3.367636 -0.117921 0.745 -1.935 -0.170 0.6319
C -1.829874 0.263908 -1.287569 -0.442 -1.431 -0.918 -0.7789
C -2.013602 0.027992 0.112549 -0.424 0.092 -0.039 0.0039
H -2.123867 -0.952916 0.592762 0.519 0.773 -0.266 0.5986
H -2.400059 1.483712 1.823845 0.275 -0.069 -1.676 0.3571
H -1.913345 2.160579 -2.506041 0.181 -0.654 1.530 0.4203
H -1.681121 -0.513492 -2.067227 -0.089 0.826 0.730 0.3945
O -2.516256 4.639381 3.913623 2.751 -0.511 -2.930 -0.8223
C -1.609364 4.567257 2.922518 -5.350 3.899 5.018 0.0567
O -0.941305 3.684814 2.524479 2.239 -3.120 -1.491 -0.4374
C -1.513352 5.948764 2.262814 0.275 0.270 -0.911 0.2326
C -1.451614 6.012129 0.868289 0.104 1.101 -0.194 0.9774
C -1.397696 7.263726 0.204248 -0.130 -0.603 1.661 -0.3885
C -1.379741 8.458399 0.928442 0.059 -0.094 -0.031 -0.3385
C -1.403691 8.384823 2.330069 -0.043 -1.780 -0.882 -0.1843
C -1.483896 7.139619 2.987760 -0.053 0.808 0.379 -0.2639
N -1.337103 9.602450 3.099040 0.097 2.063 1.290 0.9637
O -1.281466 10.686293 2.479623 -0.101 -1.787 0.987 -0.6115
O -1.334205 9.527086 4.343287 -0.005 0.056 -2.182 -0.5979
N -1.352801 7.284319 -1.248469 -0.019 0.504 -1.224 0.9628
O -1.315510 6.205077 -1.846579 -0.046 1.153 0.546 -0.6133
O -1.356168 8.389420 -1.808037 0.029 -1.433 0.582 -0.6216
H -1.445910 5.105460 0.281792 0.063 0.014 0.124 -0.4541
H -1.336519 9.415376 0.423201 0.008 -0.152 0.080 0.5756
H -1.534928 7.128553 4.084374 -0.014 -0.164 -0.610 0.5135
```
Positions in Å, forces in eV/Å.

- LUMO energy (spin up / spin down): 1.27 / 1.27 eV
- ⟨S²⟩: 2.010
- Total charge: -1
- Energy above the lowest of the compared OMol25 structures with the same formula, charge and spin: 4.3 kcal/mol
- Gap between HOMO and LUMO (spin up / spin down): 5.02 / 5.38 eV
- Spin multiplicity: 3